The following is a DFT calculation (ωB97M-V with the def2-TZVPD basis set) of a structure of composition C68H83AsBrCl5FN14O2PRbSSi at a distorted geometry.

Summary:
HOMO-LUMO gap = 4.025 eV
LUMO energy = 0.053 Ha
HOMO level = -2.584 eV
strongest force on any atom = 1.2 eV Å⁻¹
DFT total energy = -11821.8227 a.u.

Geometry as ORCA input:
```
! RIJCOSX wB97M-V def2-TZVPD def2/J DEFGRID3
* xyz -1 1
Rb 0.344 -1.310 0.359
C 6.625 -0.367 -0.855
N 5.220 -0.536 -1.138
C 4.574 0.002 -2.214
C 3.258 -0.329 -2.073
N 3.079 -1.051 -0.933
C 4.266 -1.172 -0.381
P 4.704 -1.884 1.231
C 3.794 -0.666 2.241
N 2.488 -0.631 2.370
C 2.208 0.446 3.157
C 3.369 1.071 3.514
N 4.381 0.355 2.934
C 5.794 0.632 3.040
C 3.521 -3.238 1.449
N 2.469 -3.574 0.738
C 1.912 -4.646 1.372
C 2.646 -4.971 2.476
N 3.680 -4.080 2.517
C 4.708 -4.030 3.531
H 7.230 -0.746 -1.681
H 6.851 0.690 -0.703
H 6.884 -0.916 0.046
H 5.096 0.571 -2.964
H 2.436 -0.099 -2.733
H 1.191 0.696 3.416
H 3.558 1.944 4.115
H 6.061 0.819 4.080
H 6.348 -0.234 2.684
H 6.065 1.500 2.437
H 1.026 -5.121 0.998
H 2.524 -5.745 3.213
H 4.704 -4.968 4.082
H 5.686 -3.895 3.069
H 4.527 -3.207 4.226
Cl -3.796 -5.737 5.355
C -3.167 -5.002 3.922
C -2.110 -4.095 3.991
Cl -1.434 -3.707 5.530
C -1.587 -3.520 2.847
Cl -0.251 -2.444 2.958
C -2.109 -3.775 1.535
O -1.635 -3.263 0.485
C -3.199 -4.702 1.530
Cl -3.887 -5.074 -0.014
C -3.694 -5.311 2.670
Cl -4.950 -6.490 2.553
C -0.727 7.182 3.114
C -0.807 5.824 2.402
C 0.616 5.253 2.285
C -1.288 6.061 0.963
Si -1.999 4.615 3.355
Br -1.541 2.621 2.390
C -3.871 4.925 2.963
C -4.216 6.417 3.073
C -4.778 4.168 3.942
C -4.241 4.426 1.558
C -1.554 4.417 5.224
C -2.132 3.115 5.790
C -0.034 4.349 5.423
C -2.099 5.589 6.054
H -0.076 7.860 2.553
H -0.313 7.078 4.117
H -1.706 7.657 3.194
H 1.215 5.897 1.634
H 0.614 4.255 1.848
H 1.116 5.201 3.250
H -0.559 6.684 0.436
H -2.248 6.577 0.925
H -1.372 5.118 0.417
H -3.969 6.810 4.062
H -5.290 6.555 2.920
H -3.698 7.018 2.325
H -4.705 4.570 4.953
H -4.545 3.106 3.971
H -5.820 4.269 3.621
H -3.613 4.853 0.776
H -5.280 4.696 1.345
H -4.163 3.340 1.503
H -1.723 2.239 5.289
H -3.213 3.064 5.704
H -1.884 3.038 6.853
H 0.418 3.588 4.785
H 0.183 4.082 6.462
H 0.448 5.308 5.224
H -3.190 5.602 6.052
H -1.749 6.553 5.680
H -1.768 5.490 7.091
O -2.664 -0.179 1.554
N -3.878 -0.431 1.401
C -4.700 -0.421 2.443
C -6.076 -0.612 2.152
N -7.192 -0.714 1.878
C -4.364 -0.139 3.792
N -4.096 0.142 4.877
C -4.365 0.116 -3.553
C -2.963 0.759 -3.411
N -2.536 0.703 -2.021
C -3.448 1.470 -1.182
C -4.877 0.879 -1.265
N -4.825 -0.292 -2.190
C -3.896 -1.331 -1.638
C -2.490 -0.694 -1.573
H -4.330 -0.781 -4.173
H -5.094 0.810 -3.971
H -2.981 1.802 -3.734
H -2.204 0.237 -4.010
H -3.451 2.510 -1.515
H -3.077 1.422 -0.159
H -5.607 1.595 -1.644
H -5.193 0.511 -0.293
H -5.757 -0.692 -2.255
H -3.915 -2.199 -2.296
H -4.241 -1.618 -0.647
H -1.793 -1.242 -2.207
H -2.135 -0.719 -0.541
F 2.731 1.770 -8.348
C 2.043 1.151 -7.322
C 2.113 1.672 -6.042
C 1.402 1.072 -5.022
C 0.599 -0.099 -5.230
C -0.152 -0.676 -4.212
C 0.619 -0.616 -6.566
C 1.314 0.003 -7.585
H 2.726 2.547 -5.856
H 1.436 1.496 -4.023
H -0.733 -1.572 -4.393
H -0.039 -0.334 -3.192
H 0.076 -1.533 -6.768
H 1.305 -0.397 -8.592
C 4.901 5.762 -1.205
C 4.768 4.372 -1.836
C 3.560 3.653 -1.342
N 3.556 2.778 -0.401
N 2.331 2.285 -0.096
C 1.381 2.788 -0.821
N 0.079 2.447 -0.728
S 1.956 3.977 -1.988
H 5.806 6.257 -1.558
H 4.944 5.682 -0.119
H 4.046 6.385 -1.469
H 5.638 3.764 -1.587
H 4.714 4.468 -2.922
H -0.225 1.942 0.086
H -0.615 2.925 -1.270
C -0.076 -8.515 -1.076
C 0.743 -8.061 -2.100
C 0.947 -6.703 -2.286
C 0.354 -5.772 -1.436
C -0.489 -6.240 -0.433
C -0.703 -7.598 -0.247
As 0.544 -3.822 -1.718
C 2.287 -3.841 -2.602
C 2.554 -2.948 -3.638
C 3.824 -2.860 -4.189
C 4.858 -3.637 -3.689
C 4.605 -4.526 -2.652
C 3.330 -4.629 -2.119
C -0.630 -4.017 -3.289
C -1.991 -4.018 -2.987
C -2.940 -4.210 -3.980
C -2.540 -4.385 -5.298
C -1.187 -4.393 -5.605
C -0.239 -4.226 -4.605
H -0.234 -9.577 -0.930
H 1.228 -8.769 -2.763
H 1.575 -6.363 -3.101
H -0.986 -5.529 0.213
H -1.358 -7.934 0.548
H 1.761 -2.305 -4.014
H 4.005 -2.173 -5.006
H 5.855 -3.559 -4.108
H 5.403 -5.146 -2.258
H 3.141 -5.331 -1.316
H -2.294 -3.886 -1.951
H -3.993 -4.241 -3.719
H -3.278 -4.518 -6.080
H -0.862 -4.536 -6.628
H 0.811 -4.258 -4.866
*
```

***

The following is a DFT calculation (ωB97M-V with the def2-TZVPD basis set) of a cluster of 15 separate species, C69H121N5O37 in total at a distorted geometry.

Summary:
HOMO-LUMO gap = 7.747 eV
energy above the lowest of the compared OMol25 structures with the same formula, charge and spin = 0.0 kJ/mol
LUMO energy = 0.004 Ha
HOMO level = -7.632 eV
strongest force on any atom = 3.2 eV Å⁻¹
DFT total energy = -5759.0399 a.u.

Geometry as ORCA input:
```
! RIJCOSX wB97M-V def2-TZVPD def2/J DEFGRID3
* xyz 0 1
C -1.123 3.020 -0.304
O 0.086 2.731 0.401
C 1.333 3.000 -0.164
C 1.804 2.165 -1.352
N 1.878 0.749 -1.091
C 2.818 0.338 -0.056
C 3.059 -1.149 -0.079
O 3.946 -1.597 0.914
C 4.347 -2.933 0.883
H -1.588 3.914 0.113
H -1.682 2.111 -0.083
H -0.971 3.160 -1.374
H 2.033 2.876 0.663
H 1.381 4.002 -0.616
H 2.817 2.567 -1.535
H 1.262 2.318 -2.286
H 1.816 0.083 -1.842
H 2.384 0.527 0.934
H 3.689 1.001 -0.122
H 3.340 -1.408 -1.111
H 2.038 -1.553 -0.028
H 5.167 -2.998 1.607
H 4.889 -3.174 -0.043
H 3.667 -3.752 1.132
C -1.919 -3.233 9.465
O -1.136 -2.251 8.834
C 0.123 -2.766 8.515
C 0.965 -1.746 7.688
N 1.533 -2.233 6.441
C 0.456 -2.732 5.529
C 0.770 -2.360 4.082
O 0.364 -1.010 3.892
C 0.236 -0.597 2.545
H -2.648 -3.682 8.772
H -2.635 -2.683 10.086
H -1.460 -4.067 9.994
H 0.086 -3.658 7.871
H 0.732 -3.154 9.338
H 1.817 -1.449 8.303
H 0.318 -0.897 7.437
H 1.867 -1.434 5.911
H -0.497 -2.327 5.868
H 0.554 -3.821 5.523
H 0.041 -2.958 3.517
H 1.768 -2.570 3.686
H -0.191 0.399 2.500
H -0.336 -1.252 1.874
H 1.243 -0.714 2.127
C -9.028 -4.000 -0.691
O -7.897 -3.458 -1.382
C -6.761 -3.592 -0.502
C -5.489 -3.154 -1.200
N -4.257 -3.388 -0.421
C -3.927 -2.129 0.273
C -3.211 -1.139 -0.623
O -1.986 -1.755 -1.042
C -1.137 -0.868 -1.720
H -9.007 -5.078 -0.878
H -9.898 -3.608 -1.218
H -9.053 -3.790 0.377
H -6.675 -4.661 -0.285
H -6.970 -2.924 0.337
H -5.717 -2.098 -1.409
H -5.390 -3.543 -2.216
H -3.508 -3.631 -1.056
H -3.208 -2.330 1.075
H -4.827 -1.704 0.710
H -2.899 -0.188 -0.172
H -3.850 -0.771 -1.436
H -0.251 -1.405 -2.064
H -0.662 -0.141 -1.045
H -1.651 -0.326 -2.518
C -3.479 -4.169 -6.856
O -3.854 -3.946 -5.530
C -4.763 -2.873 -5.378
C -4.274 -1.540 -5.880
N -3.106 -1.058 -5.060
C -2.270 -0.138 -5.806
C -2.796 1.297 -5.896
O -3.084 1.938 -4.654
C -1.928 2.499 -4.048
H -3.126 -5.192 -6.972
H -2.662 -3.521 -7.201
H -4.282 -3.959 -7.575
H -5.020 -2.741 -4.326
H -5.682 -3.152 -5.909
H -5.149 -0.888 -5.778
H -3.932 -1.489 -6.913
H -3.500 -0.468 -4.329
H -1.909 -0.593 -6.734
H -1.271 -0.120 -5.341
H -3.795 1.245 -6.338
H -2.208 1.959 -6.537
H -2.217 2.873 -3.071
H -1.388 3.261 -4.620
H -1.125 1.762 -3.927
C 5.111 -6.948 -5.274
O 4.457 -5.685 -5.173
C 5.393 -4.600 -4.967
C 4.743 -3.404 -5.688
N 3.886 -2.648 -4.751
C 3.673 -1.274 -5.287
C 3.224 -0.483 -4.093
O 3.025 0.917 -4.256
C 4.061 1.667 -4.836
H 4.406 -7.746 -5.513
H 5.637 -7.211 -4.355
H 5.745 -6.889 -6.163
H 6.321 -4.653 -5.549
H 5.539 -4.580 -3.889
H 4.147 -3.892 -6.462
H 5.557 -2.759 -6.013
H 3.046 -3.189 -4.587
H 2.818 -1.186 -5.970
H 4.595 -0.974 -5.775
H 3.948 -0.553 -3.265
H 2.437 -1.084 -3.627
H 3.909 2.719 -4.610
H 4.127 1.534 -5.920
H 5.071 1.388 -4.510
C 4.346 -4.365 5.267
C 5.205 -4.941 4.335
C 5.404 -6.312 4.421
C 4.657 -7.135 5.272
C 3.804 -6.540 6.195
C 3.602 -5.166 6.124
O 2.587 -4.642 6.861
O 6.422 -6.915 3.680
H 4.380 -3.307 5.500
H 5.898 -4.398 3.706
H 4.933 -8.175 5.395
H 3.362 -7.174 6.950
H 2.319 -3.696 6.656
H 6.877 -7.463 4.326
C 2.441 5.203 2.797
C 1.050 5.094 2.744
C 0.313 6.072 3.404
C 0.917 7.005 4.216
C 2.315 7.067 4.289
C 3.111 6.227 3.528
O 4.451 6.313 3.458
O -1.066 6.052 3.228
H 2.957 4.598 2.058
H 0.547 4.436 2.047
H 0.265 7.774 4.613
H 2.713 7.869 4.896
H 4.937 5.582 3.045
H -1.354 6.969 3.294
C -7.830 1.027 0.456
C -6.735 1.793 -0.057
C -5.566 1.787 0.673
C -5.394 0.954 1.772
C -6.475 0.303 2.286
C -7.737 0.372 1.680
O -8.851 -0.216 2.216
O -4.498 2.530 0.293
H -8.741 0.853 -0.102
H -6.919 2.385 -0.941
H -4.460 0.981 2.317
H -6.435 -0.025 3.322
H -8.562 -0.618 3.044
H -4.447 3.059 -0.513
C 5.452 1.151 3.344
C 5.668 1.024 1.833
O 5.963 2.303 1.345
C 6.009 3.161 2.380
O 6.184 4.344 2.376
O 5.837 2.503 3.537
H 6.033 0.505 3.995
H 4.385 0.986 3.516
H 4.733 0.702 1.390
H 6.312 0.143 1.758
C 5.219 4.946 -1.009
C 4.731 4.579 -2.425
O 5.613 5.403 -3.225
C 5.916 6.487 -2.456
O 6.230 7.524 -2.967
O 5.554 6.324 -1.201
H 6.038 4.312 -0.672
H 4.463 4.828 -0.234
H 3.687 4.675 -2.711
H 4.958 3.510 -2.456
C 2.299 -6.147 -2.328
C 2.686 -4.807 -1.733
O 2.010 -3.948 -2.651
C 0.821 -4.503 -2.904
O -0.128 -3.941 -3.332
O 0.938 -5.864 -2.747
H 2.298 -7.004 -1.654
H 2.896 -6.537 -3.155
H 3.720 -4.472 -1.679
H 2.331 -4.735 -0.702
C 2.607 7.599 0.153
C 2.376 8.636 -0.897
O 1.252 8.031 -1.609
C 1.494 6.673 -1.551
O 0.818 5.839 -2.064
O 2.445 6.436 -0.631
H 1.987 7.555 1.052
H 3.623 7.708 0.542
H 3.179 8.684 -1.635
H 2.049 9.630 -0.606
C -0.618 -4.084 0.751
C -1.237 -4.987 1.820
O -0.102 -5.633 2.409
C 0.998 -5.312 1.678
O 1.974 -5.993 1.571
O 0.759 -4.173 1.045
H -0.947 -3.046 0.834
H -0.760 -4.239 -0.323
H -2.036 -5.633 1.458
H -1.668 -4.388 2.626
C -6.236 6.752 -2.887
C -4.905 7.048 -3.569
O -4.013 6.038 -3.096
C -4.562 5.345 -2.122
O -4.036 4.663 -1.288
O -5.888 5.644 -2.070
H -6.956 6.363 -3.608
H -6.650 7.592 -2.335
H -4.618 8.028 -3.187
H -4.969 6.988 -4.650
C -4.049 4.509 3.063
C -5.192 5.117 2.310
O -6.253 4.221 2.654
C -6.002 3.698 3.835
O -6.819 3.099 4.478
O -4.640 3.635 4.035
H -3.568 5.312 3.625
H -3.320 4.030 2.412
H -4.974 5.187 1.241
H -5.379 6.176 2.509
*
```